Entry 1:
Entry from OMol25: a molecular structure, C36H37NP2Sr (ωB97M-V/def2-TZVPD).

Element x y z (Å)
Sr 1.765 -1.524 -1.969
C -2.438 0.029 0.690
C -2.837 -0.144 -0.572
C -3.016 0.894 -1.648
C -1.688 1.375 -2.309
C -0.695 2.003 -1.387
C -0.916 2.508 -0.171
C -2.189 2.609 0.584
C -2.461 1.338 1.439
C 3.423 0.142 -0.681
H -2.198 -0.840 1.321
H -3.004 -1.156 -0.936
H -3.569 1.779 -1.305
H -3.611 0.427 -2.455
H -1.223 0.547 -2.874
H -1.956 2.106 -3.085
H 0.341 2.003 -1.774
H -0.046 2.877 0.385
H -3.066 2.798 -0.047
H -2.093 3.442 1.303
H -1.673 1.251 2.204
H -3.415 1.480 1.988
H 3.712 0.232 0.390
H 2.511 0.794 -0.737
H 4.182 0.678 -1.292
P 0.103 -2.241 -9.205
P 2.039 0.347 -9.492
C -0.510 -0.669 -9.820
C 0.323 0.390 -9.997
C -0.704 -3.437 -10.376
C -1.874 -3.139 -11.089
C -2.486 -4.099 -11.907
C -1.905 -5.367 -12.053
C -0.706 -5.667 -11.386
C -0.102 -4.704 -10.570
C -0.890 -2.407 -7.674
C -0.534 -1.532 -6.630
C -1.266 -1.543 -5.448
C -2.359 -2.402 -5.304
C -2.702 -3.270 -6.345
C -1.960 -3.295 -7.526
C 2.744 1.122 -11.060
C 2.679 0.319 -12.222
C 3.031 0.853 -13.465
C 3.465 2.182 -13.568
C 3.570 2.964 -12.412
C 3.236 2.430 -11.161
C 2.135 1.783 -8.359
C 3.269 1.881 -7.527
C 3.433 3.007 -6.724
C 2.463 4.016 -6.711
C 1.314 3.880 -7.494
C 1.130 2.751 -8.293
H -1.584 -0.589 -10.004
H -0.011 1.293 -10.511
H -2.336 -2.152 -11.018
H -3.417 -3.862 -12.438
H -2.379 -6.126 -12.678
H -0.235 -6.652 -11.505
H 0.841 -4.922 -10.062
H 0.306 -0.845 -6.766
H -0.993 -0.866 -4.637
H -2.947 -2.396 -4.386
H -3.547 -3.942 -6.242
H -2.214 -3.990 -8.328
H 2.323 -0.711 -12.156
H 2.957 0.241 -14.366
H 3.727 2.610 -14.535
H 3.903 4.002 -12.469
H 3.326 3.044 -10.258
H 4.016 1.083 -7.547
H 4.330 3.094 -6.112
H 2.611 4.898 -6.089
H 0.560 4.662 -7.484
H 0.215 2.650 -8.874
N 0.337 -0.444 1.270
C 0.832 -1.079 0.398

Kohn-Sham gap in eV: 5.81
Energy in Eh: -2161.9774
Molar mass in Da: 633.267

=====

Entry 2:
Entry from OMol25: a molecular structure, C36H37NP2Tc (ωB97M-V/def2-TZVPD).

Element x y z (Å)
Tc -3.816 2.942 2.255
C -3.813 3.301 4.391
C -2.556 2.754 4.031
C -2.150 1.313 4.264
C -2.760 0.296 3.285
C -3.788 0.878 2.331
C -5.059 1.357 2.771
C -5.497 1.399 4.232
C -4.924 2.571 5.068
C -4.803 2.960 0.414
H -3.764 4.360 4.680
H -1.700 3.440 4.146
H -2.357 0.966 5.290
H -1.059 1.261 4.170
H -1.946 -0.146 2.687
H -3.202 -0.534 3.861
H -3.754 0.441 1.332
H -5.884 1.140 2.084
H -5.305 0.454 4.748
H -6.586 1.519 4.258
H -5.740 3.293 5.229
H -4.615 2.186 6.052
H -4.706 4.025 0.133
H -5.877 2.763 0.563
H -4.462 2.347 -0.427
P 3.204 0.171 -1.215
P 1.278 -1.609 -2.930
C 2.911 -1.557 -0.736
C 2.292 -2.377 -1.627
C 5.047 0.410 -1.210
C 5.889 -0.452 -0.490
C 7.262 -0.192 -0.421
C 7.820 0.867 -1.144
C 7.002 1.659 -1.959
C 5.623 1.435 -2.006
C 2.582 0.945 0.327
C 1.182 0.899 0.480
C 0.590 1.454 1.615
C 1.390 2.104 2.571
C 2.785 2.153 2.408
C 3.389 1.563 1.293
C 1.651 -2.822 -4.304
C 2.982 -2.776 -4.772
C 3.446 -3.764 -5.633
C 2.571 -4.757 -6.093
C 1.231 -4.764 -5.686
C 0.762 -3.798 -4.790
C -0.452 -2.060 -2.525
C -1.503 -1.438 -3.230
C -2.814 -1.890 -3.052
C -3.085 -2.916 -2.131
C -2.047 -3.460 -1.359
C -0.736 -3.023 -1.544
H 3.234 -1.882 0.273
H 2.465 -3.451 -1.663
H 5.464 -1.328 0.014
H 7.899 -0.817 0.201
H 8.891 1.070 -1.084
H 7.447 2.463 -2.552
H 4.981 2.052 -2.644
H 0.564 0.446 -0.301
H -0.500 1.411 1.734
H 0.919 2.589 3.438
H 3.402 2.680 3.141
H 4.469 1.613 1.156
H 3.641 -1.971 -4.430
H 4.491 -3.746 -5.940
H 2.938 -5.529 -6.766
H 0.541 -5.521 -6.062
H -0.289 -3.809 -4.474
H -1.286 -0.621 -3.926
H -3.632 -1.454 -3.637
H -4.109 -3.291 -2.015
H -2.269 -4.228 -0.615
H 0.077 -3.429 -0.938
N -6.142 5.129 2.852
C -5.329 4.335 2.557

Kohn-Sham gap (alpha / beta) in eV: 5.14 / 4.43
Net charge: +2
Energy in Eh: -2211.4358
Spin multiplicity: 4
Molar mass in Da: 643.647

=====

Entry 3:
Entry from OMol25: a molecular structure, C36H38BrGe2N6O4Ti (ωB97M-V/def2-TZVPD).

Element x y z (Å)
Ti 0.922 -1.065 -0.436
C -1.617 1.994 3.043
C -1.292 1.664 1.731
N -0.134 1.095 1.429
C 0.726 0.884 2.424
C 0.358 1.144 3.743
N -0.808 1.696 4.048
C 2.076 0.404 2.058
C 3.107 0.515 2.974
C 4.396 0.117 2.635
C 4.618 -0.277 1.323
C 3.558 -0.339 0.436
N 2.285 -0.069 0.806
C 3.744 -0.692 -0.976
C 4.983 -0.859 -1.588
N 5.101 -1.256 -2.844
C 3.986 -1.469 -3.528
C 2.739 -1.245 -2.965
N 2.619 -0.861 -1.695
C 5.471 0.105 3.643
C 5.581 1.103 4.607
C 6.588 0.995 5.555
N 7.444 -0.019 5.597
C 7.338 -0.968 4.676
C 6.376 -0.952 3.676
H -2.556 2.474 3.291
H -1.974 1.852 0.913
H 0.999 0.888 4.578
H 2.912 0.876 3.972
H 5.615 -0.531 0.996
H 5.910 -0.658 -1.067
H 4.089 -1.824 -4.544
H 1.830 -1.372 -3.534
H 4.921 1.961 4.604
H 6.711 1.756 6.317
H 8.052 -1.781 4.744
H 6.308 -1.761 2.961
O -0.476 -3.665 -2.897
C 0.116 -3.064 -2.061
O -0.251 -1.891 -1.524
C 1.507 -3.483 -1.457
O 2.217 -4.282 -1.996
O 1.771 -2.750 -0.404
C 0.158 3.997 -1.901
C 0.899 2.790 -1.326
Ge 0.153 0.966 -1.733
C 0.251 0.716 -3.736
C -0.717 1.550 -4.579
C -1.828 1.072 -1.592
C -2.807 0.319 -1.081
Ge -2.645 -1.271 0.201
C -3.025 -3.077 -0.579
C -4.418 -3.634 -0.298
C -3.366 -0.866 2.053
C -4.629 -0.021 2.201
C -4.246 0.554 -1.377
C -5.219 -0.345 -0.938
C -6.563 -0.176 -1.224
C -6.973 0.917 -1.967
C -6.024 1.822 -2.421
C -4.682 1.644 -2.138
H 0.627 4.920 -1.557
H -0.886 4.018 -1.584
H 0.186 4.000 -2.991
H 0.961 2.880 -0.241
H 1.929 2.781 -1.697
H 0.052 -0.343 -3.932
H 1.278 0.922 -4.052
H -1.751 1.249 -4.404
H -0.510 1.405 -5.641
H -0.623 2.614 -4.364
H -2.156 1.898 -2.224
H -2.269 -3.747 -0.169
H -2.850 -2.985 -1.649
H -4.628 -3.688 0.772
H -4.472 -4.646 -0.700
H -5.202 -3.051 -0.781
H -2.544 -0.376 2.572
H -3.488 -1.845 2.522
H -4.594 0.873 1.577
H -4.723 0.297 3.241
H -5.529 -0.578 1.942
H -4.930 -1.213 -0.354
H -7.289 -0.898 -0.872
H -8.020 1.060 -2.200
H -6.331 2.677 -3.010
H -3.978 2.370 -2.522
Br -0.439 -1.941 1.487

Kohn-Sham gap in eV: 6.47
Net charge: +1
Energy in Eh: -9601.3195
Molar mass in Da: 891.729